# 1
{
  "formula": "C3H12O4",
  "method": "wB97M-V/def2-TZVPD",
  "homo_energy_ev": -9.22,
  "e_above_lowest_kcal_mol": 48.01,
  "total_energy_ev": -11493.680,
  "smiles": "C/C=C/O.O.O.O",
  "species": ["C", "C", "C", "O", "H", "H", "H", "H", "H", "H", "H", "H", "O", "H", "H", "O", "H", "H", "O"],
  "xyz": [[2.0710, -0.6483, -1.7117], [1.2004, 0.5584, -1.0936], [1.7544, 1.5147, -0.3750], [0.8538, 2.4958, -0.0773], [2.8801, -0.8808, -1.0196], [1.2028, -1.4369, -1.6883], [2.2040, -0.5238, -2.7870], [0.0691, 0.5205, -1.1726], [2.7713, 1.6229, 0.0702], [1.1785, 3.1764, 0.4464], [-0.9763, -2.8110, 1.9232], [-2.5325, -2.7124, 1.5563], [-1.8004, -3.3367, 1.8484], [-0.3693, 1.3186, 0.4717], [-1.6980, 1.8490, 1.2111], [-1.0984, 1.1693, 1.0447], [-3.2739, -0.4101, 0.2108], [-1.9154, -0.4293, 0.7698], [-2.5212, -1.0361, 0.3724]],
  "atomic_forces_ev_per_a": [[-4.9, 0.2, 1.3], [1.4, -2.4, -1.1], [0.0, 0.3, 0.2], [-0.9, -0.3, -0.9], [0.1, -0.2, -0.7], [2.2, 0.6, 0.1], [0.8, 0.3, 0.3], [1.6, 0.2, -0.5], [-0.8, -0.2, -0.9], [1.1, 1.7, 1.6], [-1.1, -0.3, -0.2], [1.8, -0.8, 0.3], [-0.6, 0.9, -0.1], [0.5, 1.3, -0.5], [-0.8, 2.1, -0.1], [-0.2, -3.3, 1.3], [0.8, -1.1, 0.0], [1.2, 0.9, 0.6], [-2.3, 0.2, -0.8]],
  "lowdin_charge": [-0.074, -0.132, -0.209, -0.034, 0.060, 0.093, 0.054, 0.125, 0.143, 0.076, 0.032, 0.032, -0.118, -0.028, 0.034, -0.012, 0.071, -0.033, -0.080]
}


# 2
{
  "formula": "C37H37FGeN2O4ReSSi",
  "method": "wB97M-V/def2-TZVPD",
  "total_charge": 1,
  "homo_energy_ev": [-10.94, -10.94],
  "e_above_lowest_kcal_mol": 22.55,
  "total_energy_ev": -130207.383,
  "species": ["Re", "C", "C", "C", "C", "C", "C", "C", "S", "O", "O", "N", "C", "C", "O", "O", "H", "H", "H", "H", "H", "H", "H", "H", "H", "C", "Si", "C", "C", "N", "C", "C", "C", "C", "C", "C", "F", "H", "H", "H", "H", "H", "H", "H", "H", "H", "H", "H", "H", "H", "C", "Ge", "C", "C", "C", "C", "C", "C", "C", "C", "C", "C", "C", "C", "C", "C", "C", "C", "C", "C", "H", "H", "H", "H", "H", "H", "H", "H", "H", "H", "H", "H", "H", "H", "H"],
  "xyz": [[8.3950, 7.3948, 14.3992], [11.5076, 5.4511, 8.7538], [10.4103, 5.7037, 9.7671], [10.7536, 5.5027, 11.0537], [9.8048, 5.7343, 12.1433], [8.4393, 6.2309, 11.7583], [8.1145, 6.2277, 10.3171], [9.0453, 5.9679, 9.3850], [7.1728, 5.6861, 12.8500], [8.0010, 5.3318, 14.0679], [6.2015, 4.8024, 12.3577], [6.6776, 7.0950, 13.5416], [6.0195, 8.1488, 12.8044], [6.8562, 9.4183, 13.0949], [6.5390, 10.5282, 12.8486], [8.0770, 9.1153, 13.5590], [12.3213, 4.9639, 9.3186], [11.8894, 6.3812, 8.3930], [11.1644, 4.8745, 7.9175], [11.7888, 5.1631, 11.2950], [9.9403, 5.0318, 12.9004], [7.1126, 6.4250, 10.0335], [8.8024, 6.0002, 8.3150], [4.9989, 8.2979, 13.0672], [6.0626, 8.0040, 11.7057], [6.2479, 7.8843, 17.1262], [7.9808, 8.1792, 17.7216], [8.5698, 6.9837, 19.0122], [8.4647, 9.9889, 17.9246], [8.9249, 7.5277, 16.1714], [10.3431, 7.3438, 16.1611], [11.3294, 8.3257, 16.0991], [12.6821, 8.0052, 16.0955], [13.0677, 6.6698, 16.1684], [12.0716, 5.7117, 16.2965], [10.7625, 6.0303, 16.3131], [9.8693, 5.0982, 16.6187], [5.4343, 8.3614, 17.6831], [6.0212, 6.8021, 17.1210], [6.1148, 8.2323, 16.1062], [8.1964, 7.2612, 19.9828], [9.6441, 7.1026, 19.0902], [8.3227, 5.9358, 18.7941], [8.2782, 10.3747, 18.9290], [8.0611, 10.6239, 17.1712], [9.5281, 10.0300, 17.7592], [10.9366, 9.3518, 15.8390], [13.3616, 8.8285, 15.9509], [14.0990, 6.3710, 16.0737], [12.3438, 4.6821, 16.3567], [9.4172, 7.1897, 12.4950], [10.4439, 8.6386, 11.6111], [12.2555, 7.7914, 11.7552], [12.6950, 7.2310, 12.9361], [13.9012, 6.5153, 13.0079], [14.7881, 6.5240, 11.9483], [14.3684, 7.1039, 10.7613], [13.1363, 7.7514, 10.6604], [10.5264, 10.3326, 12.5452], [9.6192, 11.3604, 12.2902], [9.8777, 12.6668, 12.8158], [10.9935, 12.8865, 13.6357], [11.9063, 11.8541, 13.8789], [11.6149, 10.5697, 13.3828], [9.8227, 9.2014, 9.8150], [8.4801, 9.5359, 9.6355], [8.0763, 10.0138, 8.4110], [8.9797, 10.2078, 7.3668], [10.3092, 9.9289, 7.5748], [10.7105, 9.4497, 8.7748], [11.9598, 7.1772, 13.7423], [14.1439, 5.9357, 13.8802], [15.7844, 6.1620, 11.9665], [14.9928, 7.1858, 9.8761], [12.8756, 8.0840, 9.6925], [8.7937, 11.2772, 11.6551], [9.2061, 13.4365, 12.5444], [11.0914, 13.8688, 14.1044], [12.7995, 11.9935, 14.4700], [12.3509, 9.7018, 13.4751], [7.8193, 9.4607, 10.4727], [7.1089, 10.3896, 8.2243], [8.6251, 10.6720, 6.4694], [11.0258, 10.1160, 6.8134], [11.7655, 9.2368, 8.8833]],
  "atomic_forces_ev_per_a": [[0.7, -0.5, -0.1], [-0.2, -0.1, 1.2], [1.3, -1.0, 0.0], [0.1, 0.1, -0.5], [0.7, 1.1, -0.7], [0.3, -0.6, -1.6], [0.5, -0.1, 0.0], [-0.2, 0.6, 0.0], [0.4, 0.5, 1.6], [0.1, 0.0, -0.5], [-0.4, -0.4, -0.4], [-0.9, -0.3, 0.0], [1.3, 0.7, -0.8], [0.2, -0.9, 0.0], [-0.7, 1.0, -0.3], [0.1, 0.4, 0.3], [-0.2, 0.0, -0.7], [0.3, 0.7, -0.4], [0.0, -0.5, -0.4], [-1.1, 0.2, 0.0], [-0.2, -0.8, 1.5], [-0.8, 0.1, -0.3], [0.0, 0.0, 0.5], [-0.8, 0.0, 0.4], [0.0, -0.1, 0.4], [-0.5, -0.6, 0.1], [0.1, -0.2, -0.9], [0.1, 0.2, -0.4], [0.3, -1.3, 0.4], [-0.5, 1.5, 0.3], [-0.3, -0.5, 0.1], [-1.0, 1.5, -1.1], [-0.5, 0.2, 0.0], [-0.6, 0.6, 0.0], [1.7, -0.7, -0.2], [-0.4, 0.3, 0.5], [-0.4, -0.4, -0.3], [0.3, 0.0, 0.2], [0.2, 0.4, 0.0], [0.0, 0.2, -0.3], [-0.4, 0.0, 0.5], [0.4, -0.2, 0.0], [0.0, 0.4, 0.0], [-0.2, 0.0, -0.1], [-0.7, 0.5, -0.5], [0.7, 0.1, 0.1], [0.8, -1.0, 0.6], [0.4, -0.1, 0.1], [0.1, 0.0, 0.2], [0.1, -0.6, 0.2], [-0.5, -0.9, 1.2], [0.6, 0.0, -0.3], [0.1, 1.1, -1.3], [-0.4, -1.2, 0.2], [-0.3, 0.4, 0.2], [-0.8, 0.6, -0.8], [-0.3, 1.1, -0.4], [0.3, -1.1, 1.1], [-0.3, 0.1, 0.5], [2.1, 2.1, 1.3], [0.7, -2.5, 0.0], [-0.4, 0.0, -0.1], [-0.9, -0.7, 0.0], [1.5, -0.5, -0.5], [0.1, -0.3, 0.6], [0.9, -0.3, -0.1], [0.6, 0.5, -0.6], [-0.4, 0.0, 0.7], [-0.7, 0.4, -1.0], [0.9, -1.0, 1.3], [0.5, 0.0, 0.1], [0.1, 0.1, 0.3], [0.6, -0.7, 0.4], [0.2, -0.4, 0.2], [-0.3, 0.5, -0.6], [-1.1, -0.4, -0.8], [-0.5, 0.8, 0.0], [0.3, -0.3, -0.3], [0.0, 0.2, 0.1], [-0.9, 1.5, 0.2], [-0.6, -0.1, 0.2], [-1.2, 0.0, 0.1], [0.0, 0.0, -0.5], [0.5, 0.1, -0.6], [-0.1, 0.1, 0.1]],
  "lowdin_charge": [1.619, -0.020, -0.257, -0.027, -0.222, -0.430, -0.044, -0.002, 0.725, -0.380, -0.173, -0.310, -0.097, -0.566, 0.151, -0.237, 0.090, 0.062, 0.080, 0.141, 0.121, 0.106, 0.140, 0.127, 0.139, -0.171, 0.577, -0.150, -0.135, -0.215, -0.324, -0.027, -0.060, -0.049, 0.012, -0.272, 0.109, 0.050, 0.054, 0.003, 0.037, 0.038, 0.053, 0.049, 0.030, 0.014, 0.134, 0.120, 0.117, 0.131, -0.286, 1.090, -0.261, -0.130, -0.064, -0.066, -0.067, -0.094, -0.287, -0.081, -0.039, -0.078, -0.077, -0.126, -0.239, -0.112, -0.064, -0.059, -0.081, -0.106, 0.082, 0.085, 0.100, 0.113, 0.056, 0.067, 0.092, 0.107, 0.098, 0.099, 0.082, 0.096, 0.106, 0.106, 0.081]
}